# 1
13
Properties=species:S:1:pos:R:3:forces:R:3:lowdin_charge:R:1 method="wB97M-V/def2-TZVPD" homo_lumo_gap_ha=0.37954 relative_energy_kcal_mol=67.2 total_charge=0 smiles="N#C[C@@]1(O)CCC1=O" homo_energy_ev=-10.1 lumo_ev=0.27
N -2.5744 -0.5899 -1.2204 4.600 2.926 3.821 0.1396
C -1.7145 -0.0338 -0.5670 -3.526 -1.759 -3.659 -0.0927
C -0.4442 0.7033 -0.0189 0.169 -4.685 -1.467 -0.4641
O -0.5641 1.9676 0.2486 -0.783 1.518 2.919 0.1107
C 0.1256 -0.3119 1.1137 -1.566 0.195 -0.120 -0.0845
C 0.9269 -1.1106 0.0409 0.668 -0.146 -0.159 -0.0879
C 0.7453 0.1072 -0.9311 1.923 0.019 0.738 -0.2918
O 1.5586 0.5891 -1.6896 -1.982 -0.341 0.941 0.1156
H -0.4354 2.6381 -0.3812 0.362 0.750 -1.865 0.1140
H -0.7547 -0.9140 1.5925 1.922 1.291 -0.512 0.1445
H 0.7523 0.2793 1.8143 -0.506 -0.611 -0.294 0.1239
H 0.3261 -2.0035 -0.2863 0.997 0.701 0.273 0.1237
H 2.0523 -1.3208 0.2846 -2.280 0.141 -0.616 0.1490

=====

# 2
23
Properties=species:S:1:pos:R:3:forces:R:3:lowdin_charge:R:1 method="wB97M-V/def2-TZVPD" homo_lumo_gap_ha=0.36896 relative_energy_kcal_mol=9.4 total_charge=0 smiles=Cc1ccccc1.CC homo_energy_ev=-9.0 lumo_ev=1.01
C 0.3206 -1.2998 -1.2934 -0.852 -0.267 1.124 -0.0467
C 0.5521 -1.5580 0.1854 0.981 0.858 -0.721 -0.2787
C -0.0363 -0.6743 1.0911 0.414 -0.385 0.083 -0.0576
C 0.4102 -0.6326 2.4042 -0.692 0.206 0.129 -0.0927
C 1.3811 -1.5062 2.8565 0.461 -0.532 -0.041 -0.1018
C 1.8891 -2.4627 1.9846 0.132 0.689 -0.329 -0.0910
C 1.5378 -2.4259 0.6338 -0.279 -1.074 1.003 -0.0578
H 0.9025 -0.4555 -1.6406 0.145 0.221 0.022 0.0774
H -0.7403 -1.0398 -1.3255 0.046 -0.039 -0.780 0.0720
H 0.5595 -2.1528 -1.9053 -0.112 -0.345 -0.269 0.0685
H -0.8102 0.0007 0.7415 0.066 0.045 0.074 0.1030
H -0.0669 0.0699 3.0760 0.180 0.060 0.109 0.1006
H 1.7926 -1.4762 3.8588 -0.345 0.139 0.077 0.0992
H 2.6463 -3.1631 2.3162 -0.089 -0.015 0.048 0.0990
H 1.9686 -3.2340 0.0486 -0.067 0.470 -0.545 0.1083
C -0.9268 3.1937 -1.4588 0.244 -0.863 -0.392 -0.1670
C -2.1459 2.3141 -1.7524 -0.330 0.505 0.320 -0.1771
H -0.6854 3.6709 -2.4090 0.057 0.454 0.201 0.0612
H -1.0654 3.9247 -0.6669 -0.111 0.055 -0.057 0.0605
H -0.0453 2.5881 -1.2295 -0.084 0.019 0.217 0.0526
H -2.5200 1.6694 -0.9597 0.409 -0.010 0.380 0.0487
H -1.9292 1.6676 -2.5973 -0.187 0.048 -0.240 0.0583
H -2.9885 2.9819 -1.9581 0.013 -0.239 -0.414 0.0611

=====

# 3
19
Properties=species:S:1:pos:R:3:forces:R:3:lowdin_charge:R:1 method="wB97M-V/def2-TZVPD" homo_lumo_gap_ha=0.31239 relative_energy_kcal_mol=25.5 total_charge=-1 homo_energy_ev=-4.6 lumo_ev=3.91
C -3.9518 -0.0951 -1.4738 1.234 -0.918 -0.229 -0.0473
C -2.6507 -0.3518 -0.5975 -0.994 0.497 -1.230 -0.7247
O -1.5941 -0.3945 -1.3009 0.089 -0.303 0.195 -0.1010
O -2.7938 -0.4241 0.6252 0.269 -0.121 -0.023 -0.0470
H -3.7935 0.7880 -2.0895 -0.254 0.759 0.684 0.0451
H -4.7873 -0.1076 -0.7672 -0.189 0.197 -0.730 0.0533
H -3.9993 -0.8051 -2.3391 -0.261 -0.228 1.179 0.0616
C 3.0795 1.2099 1.8670 -0.976 -0.092 -2.002 -0.0863
C 1.9675 -1.1914 -0.6335 -1.458 1.575 2.610 -0.2062
C 0.9457 0.2093 0.8090 2.245 -0.557 -1.253 -0.1110
C 2.3027 0.2717 0.9521 0.918 -1.687 0.866 -0.3870
N 0.7521 -0.6515 -0.2037 -0.799 -1.881 -2.400 0.0075
N 2.9730 -0.7341 0.1499 -2.137 1.764 -0.548 0.0423
H -0.2589 -0.7101 -0.6956 1.050 0.132 0.612 0.0934
H 1.9335 -1.9198 -1.4417 0.524 0.175 0.354 0.0947
H 0.1482 0.7087 1.2638 -0.921 0.711 0.510 0.0994
H 3.8144 1.4938 1.0778 0.113 0.742 1.292 0.0631
H 3.5698 0.6341 2.6624 -0.204 0.680 0.140 0.0538
H 2.3430 2.0695 2.1355 1.751 -1.444 -0.026 0.0962

=====

# 4
11
Properties=species:S:1:pos:R:3:forces:R:3:lowdin_charge:R:1 method="wB97M-V/def2-TZVPD" homo_lumo_gap_ha=0.33923 relative_energy_kcal_mol=130.1 total_charge=0 homo_energy_ev=-8.7 lumo_ev=0.54
C 0.4976 1.4879 -0.7636 -0.009 0.877 1.352 0.0248
C 1.4344 1.2270 -1.6151 -1.309 2.014 -0.798 -0.1363
C 0.1439 -1.7632 1.4030 0.603 -1.644 0.934 0.0001
C -0.2900 1.7359 0.2622 -0.210 -1.575 -2.851 -0.1949
O -0.2175 -1.0186 0.4400 0.093 2.675 1.026 -0.0637
F 1.7489 2.0531 -2.6396 -0.067 0.678 0.004 0.0070
F 0.1435 2.1611 1.4155 0.091 0.606 1.110 0.0764
H 1.9584 0.3769 -1.8033 1.285 -2.710 0.288 0.0842
H 0.4129 -1.0572 2.2266 -0.263 0.090 -0.217 0.0052
H -1.3302 1.3946 0.1624 0.288 0.654 0.735 0.1239
H -0.4178 -1.4231 -0.3716 -0.501 -1.664 -1.583 0.0732

=====

# 5
58
Properties=species:S:1:pos:R:3:forces:R:3:lowdin_charge:R:1 method="wB97M-V/def2-TZVPD" homo_lumo_gap_ha=0.07694 total_charge=+3 homo_energy_ev=-18.1 lumo_ev=-15.99
C 5.1365 -0.9758 2.7233 -1.056 -0.007 -0.025 -0.0729
C 4.6290 -1.0882 1.6111 -0.543 -0.066 -0.493 -0.0459
C 3.8609 -1.2200 0.2338 0.775 -0.513 1.210 -0.0706
C 2.7113 -0.1078 0.1781 1.721 1.557 -0.437 -0.1162
C 3.3107 1.1007 -0.7072 -0.574 0.335 -1.638 -0.1372
N 3.6278 2.4009 0.0000 1.777 -1.412 0.716 0.1873
C 4.8022 2.2690 0.3999 -1.099 0.522 -0.265 -0.3215
O 5.8851 2.1048 0.8175 -0.804 0.402 -0.366 0.0638
C 2.2455 1.3495 -1.8790 0.639 -0.369 1.473 -0.3458
O 2.2302 2.2696 -2.6344 -0.494 -1.311 0.615 0.2128
O 1.3920 0.2435 -1.8421 0.459 1.527 0.106 0.0425
C 1.3394 -0.4258 -0.5548 -0.692 -1.410 -0.673 -0.3251
C -0.0290 0.0087 0.1439 0.125 1.176 0.037 -0.0982
C 0.0883 1.3104 1.0604 -0.064 -1.059 0.358 -0.1371
C -1.3596 1.7203 1.5855 1.296 -1.046 1.295 -0.0845
C -1.9313 3.1143 1.0059 0.516 2.332 -0.479 -0.0743
N -2.7771 3.0172 -0.1874 1.990 -3.177 0.399 0.0763
C -2.0314 2.7168 -1.4255 0.328 2.074 -0.998 0.0264
C -3.9546 2.1563 0.0075 -3.349 -0.670 1.579 -0.3158
C -4.6899 1.3328 -1.1226 1.523 -0.266 -0.824 0.0726
O -4.4129 2.0716 1.1301 1.374 0.484 -1.612 0.2536
C 1.0717 -1.9431 -0.9753 -0.224 -0.780 0.830 -0.0891
C -0.1666 -2.1777 -1.9529 0.249 -1.036 -0.261 -0.1541
C -1.2166 -3.2713 -1.4304 0.067 0.497 -0.717 -0.1745
C -2.3031 -2.7082 -0.4166 -0.164 -0.179 -0.643 -0.2006
S -2.2525 -3.5310 1.2468 -2.499 -2.097 1.750 0.7099
O -3.5890 -3.4346 1.8925 1.976 0.972 -1.249 -0.2138
O -1.8897 -4.9393 1.1262 0.642 2.267 -0.334 -0.1871
O -1.1903 -2.8093 2.2745 -0.667 0.221 -1.625 -0.1612
H 5.3218 -0.7323 3.8135 -0.132 -1.996 -1.838 -0.0007
H 4.6082 -1.1123 -0.6142 -0.914 -0.098 1.084 0.1453
H 3.4743 -2.2820 0.1643 0.358 1.223 0.315 0.1309
H 2.6845 0.3763 1.2029 -0.773 -0.960 -1.076 0.1362
H 4.2476 0.8943 -1.2995 -1.038 -0.633 0.554 0.1727
H -0.4891 -0.8620 0.7068 0.861 1.139 -0.422 0.1005
H -0.7485 0.2545 -0.6855 0.830 -0.403 0.634 0.0951
H 0.6805 2.1494 0.5971 -0.690 -0.808 0.237 0.1275
H 0.6811 0.9825 1.9769 -0.745 0.722 -0.915 0.1308
H -1.2628 1.8669 2.7087 -0.439 0.100 -1.393 0.1481
H -2.0385 0.8319 1.4490 0.119 1.258 -0.086 0.1215
H -1.0334 3.7426 0.7059 -1.071 -0.859 0.245 0.1566
H -2.4343 3.7051 1.8459 -0.067 -1.207 -0.855 0.1918
H -2.5081 3.3521 -2.2514 0.360 -0.867 0.733 0.1701
H -0.9658 3.0929 -1.3526 -1.271 -0.722 0.082 0.1328
H -2.0963 1.6439 -1.7696 -0.153 0.893 0.471 0.1312
H -5.7306 1.0211 -0.8431 1.034 0.819 -0.015 0.1326
H -4.0973 0.3675 -1.2643 -0.556 1.147 0.265 0.1094
H -4.6046 1.8933 -2.0946 -0.445 -0.471 0.930 0.1173
H 0.8353 -2.5063 -0.0116 0.467 0.703 -1.015 0.1342
H 1.9794 -2.4589 -1.4181 -0.937 0.961 0.428 0.1385
H -0.7167 -1.2440 -2.2559 0.605 -0.814 0.402 0.1094
H 0.2561 -2.6136 -2.9126 -0.554 0.680 1.106 0.1374
H -1.7800 -3.6074 -2.3579 0.572 0.315 1.244 0.1375
H -0.7180 -4.2001 -1.0259 -0.433 1.063 -0.339 0.1283
H -3.3252 -2.9854 -0.8311 1.097 0.096 1.019 0.1334
H -2.3152 -1.5851 -0.3090 0.229 -1.199 0.134 0.0774
H -1.5319 -1.9225 2.5379 -0.015 -0.839 0.021 0.0983
In 5.5190 1.3809 3.3253 0.474 1.789 0.322 1.1364

=====

# 6
48
Properties=species:S:1:pos:R:3:forces:R:3:lowdin_charge:R:1 method="wB97M-V/def2-TZVPD" multiplicity=2 homo_lumo_gap_ha="0.23342 / 0.27657" relative_energy_kcal_mol=0.5 total_charge=+2 homo_energy_ev="-12.2 / -14.3" lumo_ev="-5.85 / -6.74"
Zr -0.1453 -0.4348 0.5176 0.083 -0.334 0.079 1.2746
C 1.8376 -2.2495 -3.0180 0.054 -0.073 0.014 -0.0039
C 0.8559 -1.7071 -2.0334 -0.087 -0.079 -0.026 -0.2585
N 1.0635 -1.7589 -0.7043 0.129 -0.157 -0.534 -0.1875
N 2.1607 -2.4619 -0.2550 -0.173 0.179 -0.046 -0.0078
C 2.2603 -2.7108 1.0490 0.092 -0.093 0.194 -0.7996
N 3.3018 -3.4228 1.4716 0.011 -0.056 0.146 0.1416
S 1.0925 -2.1232 2.1462 0.114 0.038 -0.257 0.6954
C -0.4028 -1.1557 -2.3952 -0.221 -0.052 0.154 -0.2232
C -0.8996 -1.1596 -3.7084 -0.014 0.038 -0.155 0.0112
C -2.1800 -0.7466 -3.9592 -0.047 -0.005 -0.108 -0.0175
C -2.9920 -0.3107 -2.8974 -0.071 0.057 -0.204 -0.0310
C -2.4689 -0.2882 -1.6425 0.361 -0.191 0.124 -0.1554
N -1.1959 -0.6972 -1.3573 -0.429 -0.168 -0.710 -0.1093
H 2.8605 -1.9566 -2.7637 -0.025 0.008 -0.012 0.0930
H 1.6551 -1.8646 -4.0156 -0.011 -0.015 -0.009 0.0836
H 1.7936 -3.3429 -3.0732 0.006 0.038 0.012 0.1137
H 2.8200 -2.8300 -0.9255 -0.011 -0.034 -0.013 0.1496
H 3.9608 -3.8559 0.8449 0.000 -0.007 -0.007 0.1316
H 3.3785 -3.6370 2.4524 0.012 -0.006 -0.010 0.1187
H -0.2817 -1.5228 -4.5171 -0.044 0.023 0.026 0.1177
H -2.5686 -0.7736 -4.9687 0.000 0.002 0.028 0.1265
H -4.0154 -0.0016 -3.0582 0.039 -0.009 -0.015 0.1235
H -3.0606 0.0383 -0.8001 -0.020 0.017 0.105 0.0845
O -0.1931 0.7472 2.1308 -0.211 0.613 1.394 -0.4081
N -0.8209 0.4423 3.2832 0.064 0.176 -0.113 -0.1769
C -0.3562 0.9952 4.4253 -0.042 0.012 -0.183 0.0181
C -0.9998 0.7428 5.6012 -0.013 0.016 0.119 -0.0088
C -2.1274 -0.0802 5.5874 -0.065 -0.029 0.055 -0.0081
C -2.5631 -0.6368 4.4061 -0.125 -0.095 0.039 -0.0435
C -1.8883 -0.3795 3.2149 -0.061 -0.120 -0.060 -0.6119
S -2.3120 -1.0874 1.6795 0.210 0.150 0.112 0.6911
H 0.5146 1.6214 4.3126 0.009 0.006 -0.033 0.1513
H -0.6262 1.1850 6.5139 -0.032 -0.025 -0.028 0.1293
H -2.6569 -0.2887 6.5077 0.012 -0.003 -0.023 0.1313
H -3.4203 -1.2947 4.3697 0.014 0.030 0.033 0.1258
O 1.5208 5.1646 -2.1442 -0.178 -0.075 0.021 0.1426
C 1.0303 4.0529 -1.6065 0.164 0.350 -0.177 -0.2769
C -0.3235 3.7098 -1.6230 -0.075 0.105 -0.057 0.0451
C -0.7088 2.5305 -1.0471 -0.099 -0.179 0.060 -0.0783
N 0.1545 1.6895 -0.4491 0.225 -0.134 -0.125 -0.0999
C 1.4326 2.0604 -0.4385 0.087 0.069 0.115 -0.6733
Br 2.5549 0.8571 0.4988 0.282 0.060 0.017 0.9353
C 1.9458 3.1979 -0.9912 0.033 0.012 0.028 0.0033
H 0.8273 5.7139 -2.5383 0.092 -0.019 0.024 0.1444
H -1.0645 4.3537 -2.0798 0.045 -0.010 0.005 0.1378
H -1.7468 2.2309 -1.0557 -0.040 -0.026 0.012 0.1204
H 2.9969 3.4457 -0.9467 -0.039 -0.006 -0.011 0.1383

=====

These records have strongest force on any atom values of 6.66, 1.50, 3.38, 3.26, 3.77, 1.54 eV/A, in the order they appear.